# C27H26N5O5S4W

C27H26N5O5S4W as an isolated structure (ωB97M-V/def2-TZVPD, the OMol25 dataset).

Values from the calculation:
**Orbital gap (spin up / spin down)**: 5.74 / 5.74 eV
**Energy relative to the best compared isomer or geometry (same formula, charge and spin)**: 54.47 kJ/mol
**Energy**: -3354.15103 hartree
**Charge**: +1

```
68
Properties=species:S:1:pos:R:3:forces:R:3
W -0.282486 -0.231301 0.440938 -0.2 0.5 -0.3
C 4.059872 -3.026318 2.788373 0.0 0.0 0.0
C 2.888243 -3.619297 3.233960 0.0 0.0 0.0
C 1.672916 -3.290961 2.658310 0.0 0.1 0.0
C 1.623889 -2.352560 1.628738 0.1 0.0 0.1
C 2.795749 -1.746300 1.186769 -0.1 -0.1 0.0
C 4.006625 -2.093188 1.765401 0.0 0.0 0.0
N 0.321035 -2.049564 1.054024 0.3 -0.2 0.4
N -0.424893 -3.120556 1.016168 0.1 -0.2 -0.1
C -1.638712 -2.842747 0.566517 -0.1 0.1 -0.1
C -2.626784 -3.846306 0.428509 0.0 0.0 0.0
C -3.874381 -3.488812 0.033016 0.0 -0.1 0.0
C -4.147342 -2.121086 -0.204269 -0.1 0.0 0.0
C -3.163677 -1.199650 -0.071853 0.1 0.1 0.1
N -1.882501 -1.533908 0.286875 -0.2 -0.2 -0.2
H 5.008624 -3.291236 3.235840 0.0 0.0 0.0
H 2.915102 -4.344238 4.036575 0.0 0.0 0.0
H 0.765074 -3.755245 3.009111 -0.1 0.0 0.0
H 2.796901 -1.020136 0.392489 -0.1 0.0 -0.1
H 4.913168 -1.626789 1.402563 0.0 0.0 0.0
H -2.349631 -4.864311 0.660562 0.0 0.0 0.0
H -4.654935 -4.229087 -0.076733 0.0 0.0 0.0
H -5.140411 -1.792466 -0.478360 0.0 0.0 0.0
H -3.338915 -0.147897 -0.216244 0.0 0.0 0.0
C -4.117771 0.743608 -2.636851 0.0 -0.1 0.1
C -3.058705 1.780179 -2.234756 -0.1 0.0 0.0
S -1.365782 1.401985 -1.644875 0.0 -0.1 -0.1
C -0.394358 1.282837 -3.162584 0.0 -0.1 -0.1
C -0.791734 0.204232 -4.164394 0.1 0.1 0.0
S -1.223744 -1.403641 -3.436086 0.0 0.0 -0.1
C -2.443014 -1.946680 -4.663599 -0.1 0.0 0.0
C -3.873716 -1.537313 -4.331409 0.1 0.0 0.0
S -4.222635 0.249465 -4.381601 0.0 0.0 0.0
H -5.075358 1.216067 -2.411116 0.0 0.0 0.0
H -4.077496 -0.163735 -2.042245 0.1 0.1 -0.1
H -3.466843 2.387132 -1.424989 0.0 0.0 0.1
H -2.887029 2.469782 -3.064271 0.0 0.0 0.0
H 0.632036 1.176216 -2.820711 0.0 0.0 0.0
H -0.447789 2.257217 -3.651176 -0.1 0.0 0.0
H 0.032184 0.081314 -4.870765 0.0 0.0 0.0
H -1.662571 0.540060 -4.717511 -0.1 0.0 0.0
H -2.383000 -3.035513 -4.706814 0.0 0.0 0.1
H -2.144049 -1.581491 -5.646829 0.0 0.0 0.0
H -4.143551 -1.899354 -3.338703 0.0 0.0 0.0
H -4.563093 -1.999463 -5.039764 0.0 0.1 0.0
S 2.713849 -1.133021 -3.105336 0.1 0.0 0.0
C 1.695616 -0.853024 -1.951626 -0.1 -0.1 0.0
N 0.913008 -0.630783 -1.077089 -0.1 0.1 0.1
O 0.744262 1.656963 0.383018 0.1 0.1 0.0
C 1.298664 1.395845 1.491104 0.0 -0.1 0.0
O 0.956167 0.219182 1.959220 -0.1 0.0 0.0
C 2.218466 2.245433 2.185229 0.0 0.0 0.0
C 2.813336 1.783801 3.360681 0.0 0.0 0.0
C 3.708162 2.579289 4.064090 0.0 0.0 0.0
C 3.964111 3.826646 3.539748 0.0 0.0 0.0
O 4.782639 4.769919 4.034780 0.0 0.0 0.0
C 4.713049 5.895854 3.145360 0.0 0.0 0.0
O 3.812068 5.545925 2.094675 0.0 0.0 0.0
C 3.370588 4.288895 2.362277 0.0 0.0 0.0
C 2.493062 3.526427 1.654741 0.0 0.0 0.0
H 2.572295 0.792049 3.718462 0.0 0.0 0.0
H 4.181403 2.244926 4.975990 0.0 0.0 0.0
H 5.702601 6.084969 2.732505 0.0 0.0 0.0
H 4.326502 6.756223 3.689403 0.0 0.0 0.0
H 2.025856 3.872697 0.743687 0.0 0.0 0.0
O -3.326816 2.182692 2.414188 0.1 0.0 -0.1
C -2.529334 1.521667 1.877050 -0.1 0.0 0.0
N -1.714065 0.838481 1.321613 0.0 0.1 0.2
```
Positions in Å, forces in eV/Å.

Here are the Löwdin charges for atoms 1 to 6, given in e:
1. W 1.735
2. C -0.067
3. C -0.061
4. C -0.014
5. C -0.229
6. C -0.042

# H28HeO14

H28HeO14 as an isolated structure (ωB97M-V/def2-TZVPD, the OMol25 dataset).

Values from the calculation:
**Orbital gap**: 9.77 eV
**Energy relative to the best compared isomer or geometry (same formula, charge and spin)**: 95.75 kJ/mol
**Energy**: -1073.05304 hartree

```
43
Properties=species:S:1:pos:R:3:forces:R:3
He -0.227665 0.111796 -0.372462 0.0 0.0 0.0
O -1.444945 2.605796 0.936788 -0.6 0.0 0.2
H -0.880415 1.906316 1.265838 0.1 -0.4 0.3
H -0.874595 3.130026 0.374548 0.4 0.4 -0.4
O 3.631375 2.836726 0.700278 0.4 0.6 0.1
H 3.702175 3.198496 -0.183092 0.1 0.1 -0.1
H 3.109235 2.041696 0.592878 -0.3 -0.7 0.1
O 3.894015 -0.722384 -1.914722 0.0 0.0 -0.2
H 4.527005 -0.927504 -1.226622 0.3 0.1 0.2
H 3.124345 -1.248274 -1.697302 -0.2 0.1 -0.1
O 0.163895 2.094376 -3.398012 0.3 0.0 0.2
H -0.724665 2.209436 -3.061182 -0.3 -0.1 0.1
H 0.287345 2.825016 -4.003942 0.0 0.1 -0.4
O -2.424165 -2.551184 1.314568 -0.4 0.4 -0.1
H -1.547775 -2.919054 1.201228 0.8 -0.4 0.2
H -2.995005 -3.314294 1.404248 -0.3 -0.2 0.0
O -3.308085 1.231456 -0.857042 -0.4 -0.4 -0.5
H -2.971335 1.451956 -1.725492 0.0 0.1 -0.3
H -2.898875 1.869026 -0.271982 0.6 0.3 0.7
O 0.006185 4.006666 -1.072482 -0.1 0.2 0.2
H 0.577995 3.624966 -1.738492 0.3 -0.5 -0.2
H -0.475575 4.692786 -1.534412 -0.1 0.3 0.0
O -0.714865 -1.924644 -3.358352 0.4 -0.1 -0.4
H -1.124875 -1.520034 -2.593882 -0.7 0.0 0.4
H -0.016565 -2.469774 -2.995802 0.1 -0.1 0.0
O 0.349915 0.953856 3.018538 0.3 0.0 -0.3
H -0.469385 0.640136 3.401368 -0.7 -0.3 -0.1
H 0.421545 1.861086 3.315228 0.2 0.3 0.1
O 2.234805 0.462806 0.887178 0.2 0.2 -0.3
H 1.456065 0.449946 1.443628 -0.4 0.2 0.6
H 2.312265 -0.434144 0.562038 0.1 -0.1 0.0
O -2.370965 -0.370554 3.197638 0.3 0.7 0.5
H -2.605605 -0.888614 2.427708 0.0 -0.4 -0.4
H -2.087755 -1.016774 3.844498 -0.1 -0.3 0.1
O 2.216715 -2.331814 0.679958 -0.1 0.0 -0.2
H 2.234015 -2.750584 -0.180592 0.1 -0.1 -0.4
H 2.926265 -2.752244 1.165768 0.4 0.0 0.3
O 0.154245 -3.918214 1.452028 -0.7 -0.3 0.1
H 0.877975 -3.367954 1.152628 0.4 0.6 0.1
H 0.340385 -4.781454 1.082698 -0.1 -0.3 0.0
O -2.863605 -1.514204 -1.416852 0.4 -0.4 -0.7
H -2.959385 -0.581444 -1.224422 -0.3 0.6 0.4
H -2.561655 -1.899204 -0.594152 -0.1 -0.1 0.5
```
Positions in Å, forces in eV/Å.

Here are the Löwdin charges for atoms 1 to 6, given in e:
1. He 0.140
2. O -0.058
3. H -0.004
4. H -0.007
5. O -0.069
6. H 0.020

# C31H45BN8PdS3

C31H45BN8PdS3 as an isolated structure at a distorted geometry (ωB97M-V/def2-TZVPD, the OMol25 dataset).

Values from the calculation:
**Orbital gap (spin up / spin down)**: 6.93 / 5.33 eV
**Energy relative to the best compared isomer or geometry (same formula, charge and spin)**: 0.00 kJ/mol
**2S+1**: 3
**Energy**: -2993.15493 hartree
**Charge**: +2

```
89
Properties=species:S:1:pos:R:3:forces:R:3
Pd -0.092530 -3.326561 0.157023 -0.5 0.0 0.1
C -4.894917 -1.790114 -1.034064 0.2 0.0 -0.6
C -3.681601 -0.850739 -1.081753 -0.2 0.1 0.7
C -3.817893 0.509854 -1.116536 0.6 -0.9 -0.4
C -2.695657 1.402813 -0.969077 -1.1 -0.6 -0.4
N -1.512578 0.972080 -0.677776 -0.1 -1.9 0.5
N -1.383046 -0.431781 -0.570910 -0.6 0.3 -0.4
B -0.047460 -0.774406 0.051501 -0.5 -1.4 0.0
N 1.166996 -0.603952 -0.808208 1.1 0.0 -2.0
N 1.087072 0.324184 -1.837403 -0.4 -0.2 2.0
C 2.207470 0.679867 -2.373173 0.7 0.0 -0.9
C 3.408110 -0.042618 -2.187419 -0.1 -0.3 1.5
C 3.435370 -1.161705 -1.394335 0.1 -0.1 0.0
C 4.628179 -2.094702 -1.255737 -0.6 0.6 0.8
C 2.243359 -1.401811 -0.654654 -0.4 -0.2 0.5
S 2.125882 -2.702787 0.507289 0.7 0.7 -0.7
C 2.216517 1.923598 -3.249051 -0.5 -0.1 -0.6
C 3.368922 2.013032 -4.267588 -0.7 -0.3 -0.5
C 0.893159 1.950782 -4.014382 -0.9 0.4 -0.8
C 2.334826 3.100211 -2.291642 0.2 0.7 0.5
N 0.111678 -0.395857 1.524753 0.6 0.6 1.9
N 0.490056 0.947499 1.662757 -0.1 -2.2 -0.5
C 0.860660 1.328841 2.852522 -0.7 0.8 0.1
C 0.824226 0.478477 3.960952 -0.1 -1.4 1.2
C 0.501570 -0.851441 3.867500 -0.1 -0.3 -0.5
C 0.585232 -1.863646 4.996825 0.4 1.4 0.4
C 0.079579 -1.278555 2.583008 -0.1 0.4 -1.5
S -0.507291 -2.916019 2.361407 0.1 0.8 0.2
C 1.191617 2.800719 3.051623 0.7 -0.4 0.5
C 2.069312 3.242905 1.881998 0.4 0.6 0.0
C 1.954476 3.003918 4.392882 -0.3 0.5 -0.7
C -0.127841 3.568607 3.054423 -0.4 0.2 0.2
C -2.340085 -1.345086 -0.864404 -0.2 0.4 0.1
S -2.067382 -3.061881 -1.004829 0.4 1.1 0.0
C -2.940675 2.871146 -1.117213 -0.3 0.8 -0.2
C -3.860687 3.313754 0.057054 0.2 -0.6 -0.1
C -1.609605 3.605438 -1.065021 1.1 0.3 0.4
C -3.651420 3.165803 -2.476833 0.3 0.3 0.1
H -5.794921 -1.211469 -0.726345 0.7 -0.5 -0.2
H -4.703850 -2.622788 -0.321759 -0.2 0.7 -0.4
H -5.092093 -2.265100 -2.030943 0.2 0.5 0.8
H -4.794911 0.894720 -1.340947 -0.2 0.4 0.2
H 4.295711 0.402974 -2.570720 0.6 -0.2 -0.6
H 5.464472 -1.599709 -1.707930 0.6 0.1 -0.2
H 4.460226 -3.029136 -1.787445 -0.1 -0.1 0.1
H 4.857095 -2.312511 -0.185976 -0.2 0.1 -0.8
H 3.435221 1.109689 -4.885479 0.0 0.1 0.1
H 4.312673 2.199926 -3.807922 0.8 0.0 0.5
H 3.229251 2.868105 -4.947508 -0.3 -0.3 0.3
H 0.824925 1.131404 -4.763608 0.2 0.4 0.4
H 0.792726 2.907939 -4.571688 0.1 -0.6 0.3
H -0.001924 1.852466 -3.372337 0.6 0.1 -0.1
H 3.328850 3.070403 -1.766125 -0.9 0.2 -0.4
H 1.524912 3.052226 -1.535540 0.4 0.2 -0.4
H 2.268078 4.046287 -2.885095 0.1 -0.7 0.7
H 1.034192 0.850424 4.958536 0.3 0.1 -0.3
H 1.190385 -1.360005 5.795822 -0.6 -0.8 -0.5
H 1.055165 -2.804824 4.691115 0.0 0.3 0.0
H -0.424226 -2.081230 5.355569 0.2 0.0 0.1
H 2.997898 2.657485 1.827562 -0.2 0.1 0.1
H 2.364442 4.308076 2.009128 -0.3 -0.6 -0.2
H 1.529354 3.101442 0.945470 0.1 0.2 0.0
H 2.814481 2.358957 4.495175 0.5 -0.2 -0.2
H 1.336006 2.788481 5.253529 -0.3 0.3 0.2
H 2.291774 4.051026 4.425778 -0.1 -0.4 0.2
H -0.570916 3.486878 2.055433 -0.1 0.1 0.2
H 0.072911 4.621091 3.278371 -0.1 -0.1 -0.1
H -0.859259 3.216999 3.814833 0.5 0.0 -0.4
H -3.377494 3.034562 1.007631 -0.3 0.1 -0.2
H -4.844788 2.811034 -0.029925 0.5 0.3 0.2
H -4.009728 4.394459 0.049181 0.0 -0.1 -0.1
H -0.977488 3.302188 -0.194258 -0.7 0.2 -0.5
H -1.778910 4.688739 -1.000022 0.1 -0.3 -0.1
H -0.960939 3.388515 -1.937409 -0.5 0.2 0.2
H -4.712313 2.874297 -2.494615 0.3 0.0 0.1
H -3.137629 2.639517 -3.292493 -0.1 0.2 0.1
H -3.605609 4.255931 -2.693095 0.0 -0.7 0.2
C -2.253827 -6.124480 1.186218 -0.3 0.4 -0.1
C -1.007030 -6.471482 0.447884 -0.3 0.6 0.0
N -0.089322 -5.619874 -0.020147 -0.5 -0.5 0.5
C 0.937231 -6.416526 -0.474615 0.8 -0.4 -0.6
C 0.627673 -7.739603 -0.323540 -0.4 0.4 -0.1
N -0.635243 -7.743212 0.240372 0.2 0.3 0.3
H -2.625643 -5.140984 0.848251 0.2 -0.4 0.3
H -2.080633 -6.101336 2.276144 0.0 0.1 -0.4
H -3.043575 -6.858801 0.988412 0.2 0.1 0.1
H 1.850613 -6.006450 -0.910726 -0.5 -0.1 0.2
H 1.117781 -8.649168 -0.618796 0.1 0.1 0.1
H -1.185378 -8.517429 0.595078 0.4 0.0 -0.3
```
Positions in Å, forces in eV/Å.

Here are the Löwdin charges for atoms 1 to 6, given in e:
1. Pd 0.348
2. C -0.046
3. C -0.218
4. C 0.087
5. C -0.214
6. N 0.210